Formula: C4H6O
Source: the OMol25 dataset
Level of theory: ωB97M-V/def2-TZVPD

Computed properties:
HOMO-LUMO gap = 0.34964 Ha
ΔE to the lowest compared entry with this formula, charge and spin = 221.62 kJ/mol

```
11
Properties=species:S:1:pos:R:3:nbo_charge:R:1
C 0.54397 -0.75918 -1.54292 -0.470
C -0.49042 -0.89526 -0.78832 -0.291
C -0.65942 -0.05546 1.03407 0.668
C 0.30639 0.98050 1.15669 -0.755
O -1.64574 -0.49641 1.56942 -0.508
H 0.40785 -0.83681 -2.67523 0.204
H 1.50639 -0.46003 -1.13470 0.193
H -1.54214 -1.11583 -1.06725 0.197
H -0.04310 1.58364 1.95762 0.239
H 1.24777 0.56377 1.25957 0.258
H 0.36845 1.49106 0.23106 0.264
```